{"formula": "C4H6N3OS", "method": "wB97M-V/def2-TZVPD", "lumo_ev": [-5.7, -5.7], "total_charge": 1, "smiles": "C[N@H+]1C=CS/C1=N\\N=O", "multiplicity": 1, "homo_lumo_gap_ha": [0.29959, 0.29963], "homo_energy_ev": [-13.83, -13.83], "e_above_lowest_kcal_mol": 82.6, "symbols": ["C", "C", "C", "C", "N", "N", "N", "O", "S", "H", "H", "H", "H", "H", "H"], "xyz": [[0.574, -0.201, -1.441], [0.101, -1.438, -1.476], [-0.701, -0.168, 0.582], [1.481, 1.047, 0.565], [-1.549, 0.417, 1.344], [-2.655, -0.149, 1.628], [0.263, 0.601, -0.266], [-2.726, -1.365, 1.604], [-0.879, -1.833, 0.008], [1.099, 0.126, -2.249], [0.155, -2.160, -2.211], [1.096, 1.846, 1.353], [2.028, 0.389, 1.218], [2.079, 1.421, -0.217], [-0.366, 1.465, -0.442]], "atomic_forces_ev_per_a": [[-1.3, -2.0, 0.7], [-1.2, 1.7, 3.4], [-1.2, -2.8, -1.4], [-1.7, 2.6, 1.6], [4.7, 2.9, -1.0], [-4.4, -2.5, 1.1], [-1.6, 0.4, 2.1], [0.7, 0.7, 0.1], [0.8, 1.1, -0.3], [1.6, 1.8, -1.6], [0.4, -1.2, -1.6], [0.7, -1.3, -2.1], [-0.4, -1.4, -0.5], [1.2, 1.0, -0.3], [1.6, -1.2, -0.2]], "mulliken_charge": [-0.55, -0.22, 0.28, -0.72, -0.07, -0.08, 0.09, -0.31, 0.04, 0.50, 0.49, 0.33, 0.33, 0.40, 0.48]}

---

{"formula": "C4H6N3S", "method": "wB97M-V/def2-TZVPD", "lumo_ev": -6.3, "total_charge": 1, "multiplicity": 1, "homo_lumo_gap_ha": 0.30374, "homo_energy_ev": -14.52, "e_above_lowest_kcal_mol": 94.7, "symbols": ["C", "C", "C", "C", "N", "N", "N", "S", "H", "H", "H", "H", "H", "H"], "xyz": [[-3.417, 1.380, -0.018], [-2.082, 1.051, 0.049], [-0.447, -0.769, 0.100], [1.797, -0.740, 0.006], [-4.217, 0.345, 0.046], [0.567, -0.083, -0.219], [-1.688, -0.200, 0.125], [-3.596, -1.052, -0.009], [-3.740, 2.347, -0.067], [-1.347, 1.735, 0.060], [-0.509, -1.773, 0.371], [2.337, -0.485, -0.974], [1.811, -1.762, 0.123], [2.216, -0.123, 0.733]], "atomic_forces_ev_per_a": [[-0.8, -2.1, 0.4], [1.0, -2.9, 0.1], [1.4, 1.0, -0.7], [1.3, 2.6, -4.2], [0.0, 0.8, -0.6], [-2.5, -0.7, 0.8], [-6.3, 1.0, -0.8], [2.8, -0.4, 0.6], [-1.1, 2.3, 0.0], [2.5, 2.6, 0.0], [0.5, -1.8, 0.5], [0.0, -0.6, 1.5], [-0.2, -2.3, 0.8], [1.4, 0.4, 1.5]], "mulliken_charge": [-0.48, 0.25, 0.11, -0.79, -0.20, -0.33, -0.22, 0.34, 0.43, 0.52, 0.36, 0.27, 0.43, 0.31]}

---

{"formula": "C4H6N4", "method": "wB97M-V/def2-TZVPD", "lumo_ev": 0.0, "smiles": "[H]/N=C1/C(=C)N=N[C@H]1N", "multiplicity": 1, "homo_lumo_gap_ha": 0.32035, "homo_energy_ev": -8.70, "e_above_lowest_kcal_mol": 74.4, "symbols": ["C", "C", "C", "N", "C", "N", "N", "N", "H", "H", "H", "H", "H", "H"], "xyz": [[0.853, 0.092, -0.902], [-0.314, 0.645, 0.252], [-0.340, -0.407, 1.205], [0.377, 0.183, -2.236], [-0.822, -0.533, 2.436], [1.139, -1.239, -0.401], [0.644, -1.584, 0.639], [-1.062, 1.629, 0.050], [1.761, 0.691, -0.778], [1.090, -0.008, -2.929], [-0.428, -0.409, -2.397], [-0.960, 2.039, -0.879], [-0.533, -1.361, 3.065], [-1.403, 0.263, 2.877]], "atomic_forces_ev_per_a": [[-1.9, 1.3, 2.0], [1.5, -0.7, -3.6], [1.8, -2.0, 0.9], [-0.1, 0.1, 0.1], [0.4, 0.4, -0.4], [1.2, -0.5, -1.3], [-2.3, 1.6, 1.9], [-0.8, 0.1, 0.5], [-0.1, -0.1, 0.0], [-0.1, 0.0, 0.1], [0.1, 0.0, 0.0], [0.5, 0.1, 0.1], [-0.2, -0.3, -0.1], [-0.1, 0.0, 0.0]], "mulliken_charge": [-0.02, 0.47, 0.30, -0.52, -0.78, -0.31, -0.18, -0.70, 0.34, 0.23, 0.24, 0.28, 0.32, 0.32]}

---

{"formula": "C4H6N4", "method": "wB97M-V/def2-TZVPD", "lumo_ev": 0.8, "smiles": "c1[nH]nnc1N1CC1", "multiplicity": 1, "homo_lumo_gap_ha": 0.37373, "homo_energy_ev": -9.40, "e_above_lowest_kcal_mol": 93.3, "symbols": ["C", "C", "C", "C", "H", "H", "H", "H", "H", "H", "N", "N", "N", "N"], "xyz": [[-2.118, 0.502, -0.629], [-2.275, -0.047, 0.703], [0.074, -0.152, -0.022], [0.724, 1.002, 0.021], [-2.869, -0.023, -1.170], [-1.813, 1.494, -0.939], [-3.008, -0.876, 0.871], [-1.870, 0.404, 1.559], [0.588, 1.988, 0.542], [2.854, 1.337, 0.227], [-1.323, -0.622, -0.150], [2.053, 0.679, 0.084], [2.197, -0.656, -0.058], [1.029, -1.137, -0.095]], "atomic_forces_ev_per_a": [[-2.1, -1.1, -0.7], [-1.3, -1.5, 2.0], [-1.7, -3.6, -0.3], [1.6, 3.9, 2.7], [-0.7, 0.9, -1.5], [0.4, -0.3, 0.4], [-0.1, 1.5, 0.2], [0.1, 0.8, 1.1], [-0.8, -0.8, -1.4], [-1.1, -1.2, -0.4], [5.1, 1.1, -1.7], [0.7, 0.1, -0.4], [0.9, 1.1, 0.5], [-1.0, -0.9, -0.5]], "mulliken_charge": [-0.42, -0.30, 0.24, -0.17, 0.22, 0.29, 0.20, 0.31, 0.26, 0.25, -0.30, 0.16, -0.60, -0.15]}

---

{"formula": "C4H6N4", "method": "wB97M-V/def2-TZVPD", "lumo_ev": 0.2, "multiplicity": 1, "homo_lumo_gap_ha": 0.34051, "homo_energy_ev": -9.04, "e_above_lowest_kcal_mol": 152.4, "symbols": ["C", "C", "C", "C", "H", "H", "H", "H", "H", "H", "N", "N", "N", "N"], "xyz": [[-0.223, 0.485, -0.382], [0.839, 1.511, -0.431], [2.118, 1.807, -0.595], [0.008, -1.040, -0.285], [-2.740, 1.013, 1.507], [-1.938, -0.509, 0.877], [3.194, 2.512, -0.200], [1.904, -0.715, 0.171], [1.565, -2.316, -0.349], [-1.677, -1.114, -0.876], [-2.280, 0.488, 0.879], [-1.160, 1.163, 0.185], [1.292, -1.465, 0.149], [-0.904, -1.821, -0.652]], "atomic_forces_ev_per_a": [[1.1, 1.5, 2.2], [7.7, -0.7, -2.1], [-3.0, 1.5, 2.6], [2.5, 1.3, 0.0], [-1.4, 1.9, 2.7], [-1.7, 1.3, 1.5], [-4.1, -2.7, -1.6], [1.8, 1.3, -0.1], [0.2, 0.6, 0.5], [0.7, -2.0, -0.3], [6.0, -3.1, -6.3], [-4.1, -0.8, 2.0], [-3.3, -1.2, -1.0], [-2.4, 1.1, -0.2]], "mulliken_charge": [0.66, -0.15, -0.60, 0.34, 0.23, 0.29, 0.29, 0.22, 0.28, 0.38, -0.41, -0.33, -0.48, -0.70]}

---

{"formula": "C4H6N4", "method": "wB97M-V/def2-TZVPD", "lumo_ev": 0.1, "multiplicity": 1, "homo_lumo_gap_ha": 0.32045, "homo_energy_ev": -8.65, "e_above_lowest_kcal_mol": 130.2, "symbols": ["C", "C", "C", "C", "H", "H", "H", "H", "H", "H", "N", "N", "N", "N"], "xyz": [[-0.319, 2.121, -1.479], [-0.206, 1.088, -0.596], [0.705, -0.538, 0.913], [-1.083, -0.152, -1.076], [-1.138, 2.035, -2.290], [0.403, 3.156, -1.622], [1.055, 1.628, 0.959], [1.974, -1.759, 1.980], [-0.617, -2.225, 1.336], [-1.917, 0.334, -1.789], [0.508, 0.849, 0.539], [1.649, -0.699, 1.821], [-0.048, -1.530, 0.239], [-1.300, -1.232, -0.478]], "atomic_forces_ev_per_a": [[1.1, 2.2, -1.0], [-1.2, -1.3, -3.0], [2.7, 1.9, 2.1], [-3.0, 5.2, -0.6], [1.7, 0.1, 1.5], [-2.3, -3.2, 1.1], [-0.3, -1.5, -0.3], [-1.6, 2.9, -0.5], [2.6, 2.4, -4.2], [1.8, -1.8, 1.4], [0.0, -0.7, 0.1], [-0.9, -2.6, -1.8], [-3.3, -3.4, 5.4], [2.8, -0.1, -0.2]], "mulliken_charge": [-0.86, 0.78, 0.43, -0.11, 0.13, 0.20, 0.27, 0.25, 0.35, 0.20, -0.19, -0.69, -0.33, -0.42]}

---

{"formula": "C4H6N5", "method": "wB97M-V/def2-TZVPD", "lumo_ev": 3.2, "total_charge": -1, "multiplicity": 1, "homo_lumo_gap_ha": 0.28842, "homo_energy_ev": -4.61, "e_above_lowest_kcal_mol": 57.0, "symbols": ["C", "C", "C", "C", "N", "N", "N", "N", "N", "H", "H", "H", "H", "H", "H"], "xyz": [[-0.581, 1.956, 0.972], [0.265, -0.989, -1.174], [1.506, -1.588, -0.421], [-0.938, -1.296, -1.943], [0.276, 2.790, 1.549], [-1.519, 1.498, 1.794], [0.030, 2.611, 2.827], [-1.035, 1.870, 3.004], [-0.227, -0.025, -1.750], [1.590, -1.434, 0.647], [2.483, -1.209, -0.735], [1.473, -2.660, -0.790], [-0.851, 1.943, -0.049], [-0.629, -2.042, -2.626], [-1.844, -1.425, -1.304]], "atomic_forces_ev_per_a": [[-2.1, 1.3, -0.8], [2.1, -0.9, 2.1], [-0.9, -0.4, -2.0], [-0.7, -1.7, 3.0], [1.0, -1.2, -0.6], [1.3, -0.7, 1.1], [-0.3, 0.6, 1.6], [-0.3, 0.0, -0.1], [1.0, 2.3, -1.2], [-0.9, -0.3, 0.3], [-0.4, 0.4, -0.7], [0.2, 1.0, 1.2], [0.6, -0.1, -1.2], [-0.7, -0.2, -1.8], [0.5, -0.1, -1.0]], "mulliken_charge": [-0.13, 0.49, -0.85, -0.50, -0.38, -0.34, -0.33, -0.33, -0.49, 0.28, 0.27, 0.22, 0.52, 0.31, 0.24]}

---

{"formula": "C4H6NO", "method": "wB97M-V/def2-TZVPD", "lumo_ev": [4.8, 4.0], "total_charge": -1, "multiplicity": 3, "homo_lumo_gap_ha": [0.15135, 0.28010], "homo_energy_ev": [0.68, -3.61], "e_above_lowest_kcal_mol": 29.7, "symbols": ["C", "C", "C", "C", "N", "O", "H", "H", "H", "H", "H", "H"], "xyz": [[1.374, -1.094, -0.008], [0.267, -0.333, -0.513], [1.266, 0.811, -0.455], [-1.032, -0.212, 0.297], [2.237, -0.088, 0.076], [3.507, 0.088, 0.216], [1.617, -2.105, 0.275], [1.423, 1.349, -1.450], [1.014, 1.583, 0.329], [-0.867, -0.256, 1.416], [-1.813, -1.038, 0.035], [-1.311, 0.764, -0.109]], "atomic_forces_ev_per_a": [[-1.4, -4.8, 0.2], [0.8, -1.0, 2.2], [-1.3, 3.3, -0.6], [-0.5, -1.1, -1.5], [2.7, 2.9, -1.2], [-0.6, -0.4, 0.2], [-0.2, -0.2, 0.0], [0.5, -0.6, 1.1], [0.0, -0.1, -0.6], [0.0, 0.3, -0.9], [1.3, 1.6, 0.4], [-1.2, 0.1, 0.8]], "mulliken_charge": [-0.91, 0.31, -0.49, -1.91, 0.44, -0.81, 0.55, 0.22, 0.25, 0.58, 0.30, 0.46]}

---

{"formula": "C4H6NO", "method": "wB97M-V/def2-TZVPD", "lumo_ev": [-7.3, -7.1], "total_charge": 1, "multiplicity": 1, "homo_lumo_gap_ha": [0.28222, 0.30044], "homo_energy_ev": [-14.95, -15.26], "e_above_lowest_kcal_mol": 122.3, "symbols": ["C", "C", "C", "C", "N", "O", "H", "H", "H", "H", "H", "H"], "xyz": [[-0.567, 0.834, 0.251], [-2.044, 0.612, -0.129], [-0.502, -0.576, 0.281], [1.968, -0.684, 0.046], [0.647, -0.911, -0.110], [-1.739, -0.826, -0.052], [0.176, 1.578, 0.319], [-2.771, 1.014, 0.683], [-2.245, 0.710, -1.207], [2.603, -1.527, -0.405], [2.421, -0.408, 1.059], [2.054, 0.183, -0.737]], "atomic_forces_ev_per_a": [[-2.3, -0.2, 0.9], [0.8, 0.6, 0.3], [1.9, 3.0, 0.8], [3.5, 1.2, -0.5], [-1.9, -3.3, -1.2], [-1.6, -1.9, 0.2], [0.5, 0.9, 0.1], [1.0, -0.7, -1.7], [-0.5, 0.8, 0.5], [-1.0, 1.1, 0.5], [-1.1, -0.1, -1.2], [0.7, -1.2, 1.2]], "mulliken_charge": [-0.27, -0.17, 0.53, -0.66, -0.06, -0.32, 0.43, 0.29, 0.28, 0.29, 0.30, 0.36]}

---

{"formula": "C4H6NO", "method": "wB97M-V/def2-TZVPD", "lumo_ev": [-5.6, -8.5], "total_charge": 1, "multiplicity": 1, "homo_lumo_gap_ha": [0.38562, 0.22666], "homo_energy_ev": [-16.06, -14.62], "e_above_lowest_kcal_mol": 220.3, "symbols": ["C", "C", "C", "C", "N", "O", "H", "H", "H", "H", "H", "H"], "xyz": [[-0.610, 1.301, 0.044], [1.676, -0.184, 0.661], [0.583, 0.484, -0.048], [-1.619, -0.919, -0.574], [-0.795, 0.071, -0.167], [1.605, -0.055, -0.706], [0.705, 3.698, 1.134], [2.374, 0.443, 1.151], [1.625, -1.140, 1.072], [-2.366, -0.495, -1.196], [-2.056, -1.724, 0.060], [-1.122, -1.479, -1.432]], "atomic_forces_ev_per_a": [[-0.4, 0.0, -0.7], [-0.4, 1.8, 2.2], [3.5, -2.4, 2.2], [-1.4, -4.4, -3.3], [-0.7, 2.8, 1.2], [-0.4, 1.1, -3.9], [0.0, 0.0, 0.0], [0.8, 0.6, 0.3], [-0.5, -1.7, 0.4], [-1.4, 0.8, 0.0], [0.8, 1.1, 0.4], [0.1, 0.3, 1.3]], "mulliken_charge": [-0.03, -0.30, 0.55, -0.74, 0.21, -0.32, 0.05, 0.26, 0.26, 0.39, 0.32, 0.33]}

---

Number 1: E -21585.746 eV. Number 2: E -19540.614 eV. Number 3: E -10202.711 eV. Number 4: E -10201.895 eV. Number 5: E -10199.332 eV. Number 6: E -10200.292 eV. Number 7: E -11692.787 eV. Number 8: E -7776.755 eV. Number 9: E -7769.596 eV. Number 10: E -7765.343 eV.